Below is C20H30GeN3O11PSeV as an isolated structure, with properties calculated with ωB97M-V with the def2-TZVPD basis set.

The geometry in XYZ format:
```
68
Properties=species:S:1:pos:R:3:forces:R:3:lowdin_spin:R:1
V -1.1886 0.5443 0.7556 -0.1 -0.8 0.0 2.769
O -3.2678 -0.0250 0.2107 0.2 0.0 0.1 0.018
C -3.9412 1.2129 -0.0568 -0.2 0.0 0.0 0.003
C -3.0139 2.0353 -0.9260 0.0 0.1 0.0 0.005
N -1.7502 2.3417 -0.2307 -0.2 0.2 -0.2 0.008
C -1.8958 3.3597 0.8258 -0.1 0.1 0.0 0.006
C -2.0780 2.7690 2.2363 -0.2 -0.1 -0.1 0.009
O -2.2324 3.5713 3.1674 0.2 0.3 0.1 0.006
O -2.0207 1.5113 2.3653 -0.1 0.0 0.1 0.026
C -0.6623 2.5962 -1.1770 0.0 0.1 0.0 0.006
C -0.0306 1.3272 -1.7339 -0.1 0.1 -0.1 0.003
O 0.9075 1.3802 -2.4899 0.1 0.1 -0.1 0.000
O -0.5885 0.1698 -1.3736 0.5 0.2 0.0 0.026
H -3.5872 -0.4008 1.0411 -0.1 -0.1 -0.1 0.002
H -4.8718 1.0117 -0.5954 0.0 0.0 0.0 0.000
H -4.1754 1.7200 0.8824 0.0 0.0 -0.1 0.000
H -2.7741 1.4395 -1.8090 0.0 0.0 0.0 0.000
H -3.5109 2.9580 -1.2549 0.0 -0.1 0.0 0.000
H -0.9894 3.9644 0.8730 0.0 0.0 0.0 0.000
H -2.7357 4.0317 0.6217 0.0 0.0 0.0 0.001
H -0.9853 3.2066 -2.0300 0.0 0.0 0.0 0.001
H 0.1400 3.1224 -0.6626 0.0 0.0 -0.1 0.000
N 0.1409 3.1746 4.4250 -0.1 0.1 -0.3 0.000
C 0.6521 1.8450 3.9436 0.0 0.0 0.0 0.001
P 1.4197 2.1646 2.2766 0.0 0.1 0.0 0.007
O 1.5841 3.6601 2.2719 -0.1 0.0 0.1 0.001
O 0.5935 1.5408 1.1792 -0.1 0.0 -0.1 0.035
C 3.0473 1.3407 2.2420 0.0 0.1 0.1 0.001
N 3.2320 0.6447 0.9658 0.3 0.0 -0.1 0.000
H 0.6774 3.8718 3.8537 -0.1 0.0 0.1 0.000
H 0.2790 3.3156 5.4197 0.0 0.0 0.0 0.000
H -0.8809 3.3042 4.1770 0.3 -0.1 0.0 0.000
H -0.1677 1.1418 3.8778 0.0 -0.1 0.0 0.000
H 1.3930 1.4666 4.6444 0.0 0.0 0.0 0.000
H 3.0675 0.5918 3.0299 0.0 0.0 0.1 0.000
H 3.8025 2.1096 2.4434 0.0 -0.1 0.0 0.000
H 4.1089 0.1369 0.9701 0.1 0.0 0.0 0.000
H 3.2657 1.2982 0.1905 0.0 0.0 0.0 0.000
H 2.0907 -0.4986 0.6233 0.1 0.4 0.1 0.000
Ge 0.1155 -1.2576 -2.4546 -0.2 -0.1 0.0 0.003
C 2.0005 -1.6798 -2.4371 0.0 0.1 0.0 0.001
C 2.8209 -0.9933 -3.3292 0.0 0.0 0.0 0.000
C 4.1585 -1.3344 -3.4637 0.0 0.0 0.0 0.000
C 4.6859 -2.3702 -2.7086 0.0 0.0 0.0 0.000
C 3.8753 -3.0656 -1.8227 0.0 0.0 0.0 0.000
C 2.5391 -2.7239 -1.6866 -0.1 -0.1 0.0 0.000
C -1.1446 -2.6477 -2.0077 0.0 0.0 0.0 0.000
C -2.3134 -2.6883 -2.7681 0.0 0.0 0.0 0.000
C -3.2857 -3.6464 -2.5271 0.0 0.0 0.0 0.000
C -3.0981 -4.5782 -1.5178 0.0 0.0 0.0 0.000
C -1.9393 -4.5491 -0.7558 -0.1 0.0 0.0 0.000
C -0.9674 -3.5924 -1.0008 0.1 0.0 0.1 0.000
H -0.2840 -0.6799 -3.8211 0.0 0.0 0.0 0.001
H 2.4173 -0.1750 -3.9102 0.0 0.0 0.0 0.000
H 4.7877 -0.7910 -4.1558 0.0 0.0 0.0 0.000
H 5.7294 -2.6382 -2.8115 0.0 0.0 0.0 0.000
H 4.2837 -3.8770 -1.2352 0.0 0.0 0.0 0.000
H 1.9275 -3.2663 -0.9801 0.0 0.0 0.0 0.000
H -2.4711 -1.9647 -3.5609 0.0 0.0 0.0 0.000
H -4.1867 -3.6660 -3.1256 0.0 0.0 0.0 0.000
H -3.8551 -5.3268 -1.3244 0.0 0.0 0.0 0.000
H -1.7900 -5.2651 0.0407 0.0 0.0 0.0 0.000
H -0.0845 -3.5908 -0.3761 0.0 0.0 0.0 0.000
O 0.9234 -3.3333 1.8477 -0.2 0.1 0.0 0.003
Se 0.5925 -1.7643 1.8130 0.0 -0.3 0.2 0.008
O 1.3649 -1.1569 0.3893 -0.4 -0.4 -0.1 0.008
O -0.9930 -1.4430 1.4570 0.5 0.2 0.2 0.037
O 1.1377 -0.8908 3.0596 0.0 0.0 -0.1 0.003
```
Positions in Å, forces in eV/Å.

Results
- ΔE to the lowest compared entry with this formula, charge and spin: 0.000 eV
- ⟨S²⟩: 3.754
- Multiplicity: 4
- Max |F|: 0.01622 hartree/bohr
- HOMO level (spin up / spin down): -7.06 / -9.20 eV
- Orbital gap (spin up / spin down): 7.37 / 9.51 eV



Below is one molecule with the formula C20H30N2O5, with properties calculated with ωB97M-V with the def2-TZVPD basis set.

The geometry in XYZ format:
```
57
Properties=species:S:1:pos:R:3:forces:R:3:mulliken_charge:R:1
C 4.3893 3.4820 5.4243 0.1 -0.2 0.0 -1.375
C 4.7195 2.3786 4.4261 -0.1 0.3 -0.1 -0.182
C 4.7264 2.9041 2.9922 0.2 -0.3 0.0 -0.616
C 5.1976 1.8734 1.9641 -0.2 0.0 0.1 -0.938
C 4.3437 0.6088 1.8790 -0.2 0.1 -0.2 -0.716
C 2.9034 0.8840 1.4589 0.3 0.1 0.1 -0.568
O 2.2700 -0.3665 1.2783 0.0 -0.2 0.0 -0.404
C 0.9393 -0.3903 0.9850 -0.2 0.0 -0.1 0.439
C 0.3483 -1.6562 0.9278 0.1 0.2 0.0 -0.648
C -0.9881 -1.7949 0.6395 -0.1 0.2 0.0 -0.246
C -1.7804 -0.6694 0.3990 0.2 0.0 0.0 0.482
C -1.1987 0.5873 0.4500 -0.4 -0.2 -0.1 -0.445
C 0.1528 0.7257 0.7409 0.4 0.0 0.1 -0.623
H 0.5697 1.7200 0.7731 0.1 0.1 0.0 0.408
H -1.7818 1.4784 0.2763 -0.1 0.1 0.0 0.388
O -3.0954 -0.9171 0.1206 0.1 -0.2 0.1 -0.390
C -3.8988 0.1395 -0.3459 -0.4 0.3 -0.1 -0.898
H -4.1266 0.8532 0.4568 0.1 0.0 -0.1 0.576
H -3.3984 0.6873 -1.1576 0.0 -0.1 0.1 0.403
C -5.2160 -0.4572 -0.8795 0.4 -0.4 0.1 -0.230
O -5.9783 0.5147 -1.5307 -0.1 0.5 -0.2 -0.630
H -5.5427 0.7271 -2.3788 0.0 -0.1 0.2 0.478
H -5.8231 -0.7923 -0.0313 0.1 0.0 -0.1 0.462
C -4.9456 -1.6898 -1.7696 -0.3 0.2 0.3 -0.907
N -3.7662 -1.5674 -2.6003 -0.2 0.1 0.0 0.300
C -2.7349 -2.4668 -2.5647 0.2 0.1 -0.3 0.100
O -2.6817 -3.4624 -1.8946 0.1 -0.2 0.1 -0.631
C -1.6881 -1.9745 -3.5688 0.4 -0.3 -0.1 1.760
N -2.3236 -0.7744 -4.0650 0.2 0.0 -0.2 -0.104
C -3.5212 -0.5285 -3.4983 0.2 -0.2 0.0 0.284
O -4.2538 0.4120 -3.7100 -0.4 0.4 -0.1 -0.739
H -1.9121 -0.1627 -4.7480 -0.1 0.1 0.1 0.221
C -0.3680 -1.6695 -2.8607 -0.2 -0.1 0.1 -1.528
H -0.5012 -0.8806 -2.1237 0.0 0.1 0.1 0.253
H -0.0221 -2.5606 -2.3451 0.1 -0.1 0.0 0.352
H 0.3840 -1.3591 -3.5825 0.1 0.0 -0.1 0.434
C -1.5012 -3.0163 -4.6731 -0.1 0.0 0.2 -1.781
H -0.7401 -2.6887 -5.3774 0.1 0.0 -0.1 0.428
H -2.4349 -3.1726 -5.2090 -0.1 0.0 -0.1 0.379
H -1.1932 -3.9577 -4.2270 0.1 -0.1 0.0 0.342
H -4.7723 -2.5690 -1.1465 0.0 0.1 -0.1 0.453
H -5.8248 -1.8500 -2.4020 0.1 0.0 0.1 0.247
H -1.4510 -2.7668 0.5830 0.0 -0.2 0.0 0.450
H 0.9671 -2.5189 1.1157 0.1 -0.1 0.0 0.430
H 2.8896 1.4581 0.5207 -0.1 0.0 0.1 0.396
H 2.3771 1.4590 2.2316 0.0 0.0 -0.1 0.487
H 4.3370 0.0874 2.8360 0.0 -0.1 0.0 0.271
H 4.7816 -0.0675 1.1422 0.0 -0.1 0.0 0.378
H 6.2196 1.5766 2.2101 0.1 0.0 -0.1 0.365
H 5.2210 2.3494 0.9804 0.1 0.0 -0.1 0.355
H 5.3986 3.7645 2.9396 -0.1 0.1 0.0 0.425
H 3.7277 3.2591 2.7313 -0.1 0.1 0.0 0.265
H 5.7008 1.9595 4.6601 0.0 -0.1 0.0 0.295
H 3.9828 1.5799 4.5247 0.0 -0.1 0.0 0.246
H 4.3821 3.0910 6.4390 0.0 0.1 0.1 0.368
H 5.1257 4.2811 5.3698 0.1 0.1 0.0 0.335
H 3.4097 3.9063 5.2138 -0.1 0.1 0.0 0.342
```
Positions in Å, forces in eV/Å.

Results
- ΔE to the lowest compared entry with this formula, charge and spin: 1.505 eV
- Max |F|: 0.01137 hartree/bohr
- HOMO level: -8.04 eV
- Orbital gap: 8.68 eV
- SMILES: CCCCCCOc1ccc(OC[C@@H](O)CN2C(=O)NC(C)(C)C2=O)cc1



Below is one molecule with the formula C20H30N2O5S, with properties calculated with ωB97M-V with the def2-TZVPD basis set.

The geometry in XYZ format:
```
58
Properties=species:S:1:pos:R:3:forces:R:3:mulliken_charge:R:1
C -7.5141 -0.6982 3.6325 0.0 0.0 0.0 -0.857
S -6.0281 -0.8697 2.6282 0.0 0.0 0.0 0.021
C -5.6366 0.8931 2.3867 0.0 0.0 -0.1 -0.158
C -5.0291 1.5321 3.6298 0.0 0.0 0.0 -1.352
C -4.7626 1.0357 1.1288 0.2 0.0 0.1 -0.142
O -4.5940 2.3816 0.7451 -0.1 0.0 -0.1 -0.560
C -3.3775 0.4147 1.3583 -0.2 -0.1 0.1 0.234
O -2.4929 1.0001 1.9539 0.0 0.1 0.0 -0.648
N -3.2586 -0.8551 0.9049 0.0 0.0 0.0 0.130
C -2.0667 -1.6416 1.1276 0.0 0.0 0.0 -1.705
C -1.1743 -1.7360 -0.1088 -0.1 -0.1 -0.1 1.482
O -2.0060 -2.3957 -1.0730 0.0 0.0 0.0 -0.657
C -0.7538 -0.3622 -0.6343 0.0 -0.1 0.0 -1.043
C 0.2934 0.2968 0.2611 0.0 0.1 0.0 -0.963
N 1.4426 -0.5824 0.4320 0.0 -0.1 -0.1 0.110
C 2.5658 -0.5473 -0.3531 0.0 0.1 0.1 0.781
O 3.3597 -1.4688 -0.3785 0.0 0.0 -0.1 -0.650
C 2.7921 0.7395 -1.1458 0.0 0.0 0.0 -0.732
C 4.1063 0.7672 -1.8756 0.0 0.0 0.0 0.509
C 4.3746 -0.1394 -2.8993 0.0 0.0 0.0 -0.467
C 5.5758 -0.0983 -3.5791 0.0 0.0 0.0 -0.908
C 6.5494 0.8453 -3.2547 0.0 0.0 0.0 0.558
C 7.8552 0.8415 -4.0067 0.0 0.0 0.0 -0.476
O 8.6387 1.9613 -3.6247 0.0 0.0 0.0 -0.513
C 6.2893 1.7486 -2.2383 0.0 0.0 0.0 -0.779
C 5.0758 1.7049 -1.5592 0.0 0.0 0.0 -0.444
C 1.0853 -1.8497 1.0543 0.0 0.0 0.0 -1.110
C 0.0592 -2.5885 0.1963 0.0 0.0 0.0 -1.192
H -7.8824 -1.7053 3.8194 0.0 0.0 0.0 0.360
H -7.3003 -0.2237 4.5883 0.0 0.0 0.0 0.258
H -8.2819 -0.1387 3.0995 0.0 0.0 0.0 0.266
H -6.5867 1.3781 2.1378 0.0 0.0 0.0 0.532
H -4.7060 2.5570 3.4345 0.0 0.0 0.0 0.366
H -5.7577 1.5575 4.4401 0.0 0.0 0.0 0.428
H -4.1558 0.9739 3.9608 0.0 0.0 0.0 0.280
H -5.2569 0.5038 0.3097 0.0 0.0 0.0 0.243
H -5.0646 2.9591 1.3524 0.1 0.0 0.0 0.410
H -3.9957 -1.2561 0.3500 0.0 0.0 0.0 0.321
H -1.5307 -1.1886 1.9600 0.0 0.0 0.0 0.515
H -2.3541 -2.6567 1.4065 0.0 0.0 0.0 0.473
H -1.5146 -2.4811 -1.8976 0.0 0.0 0.0 0.493
H -0.3261 -0.5032 -1.6347 0.0 0.0 0.0 0.422
H -1.6315 0.2756 -0.7447 0.0 0.0 0.0 0.373
H 0.6028 1.2536 -0.1493 0.0 0.0 0.0 0.371
H -0.1392 0.5031 1.2425 0.0 0.0 0.0 0.537
H 1.9673 0.8672 -1.8527 0.0 0.0 0.0 0.363
H 2.7326 1.5840 -0.4553 0.0 0.0 0.0 0.497
H 3.6388 -0.8923 -3.1541 0.0 0.0 0.0 0.361
H 5.7653 -0.8126 -4.3733 0.0 0.0 0.0 0.356
H 8.3887 -0.0914 -3.7908 0.0 0.0 0.0 0.294
H 7.6498 0.8623 -5.0830 0.0 0.0 0.0 0.305
H 9.4906 1.9013 -4.0636 0.0 0.0 0.0 0.291
H 7.0350 2.4862 -1.9790 0.0 0.0 0.0 0.410
H 4.8870 2.4181 -0.7645 0.0 0.0 0.0 0.341
H 1.9877 -2.4440 1.1628 0.0 0.0 0.0 0.525
H 0.6844 -1.6404 2.0496 0.0 0.0 0.0 0.368
H -0.2526 -3.5209 0.6724 0.0 0.0 0.0 0.409
H 0.5379 -2.8553 -0.7520 0.0 0.0 0.0 0.366
```
Positions in Å, forces in eV/Å.

Results
- ΔE to the lowest compared entry with this formula, charge and spin: 0.811 eV
- Max |F|: 0.00420 hartree/bohr
- HOMO level: -8.66 eV
- Orbital gap: 9.23 eV
- SMILES: CS[C@@H](C)[C@@H](O)C(=O)NCC1(O)CCN(C(=O)Cc2ccc(CO)cc2)CC1